Record 1
Computed, not measured: 14 unconnected molecules or ions with the total composition C74H182N10O22 in a non-equilibrium geometry, with ωB97M-V with the def2-TZVPD basis set.

```
288
Properties=species:S:1:pos:R:3:lowdin_charge:R:1
C 13.29 -14.62 17.91 -0.10
O 13.01 -15.88 18.54 -0.18
C 13.93 -16.80 17.94 -0.26
C 13.61 -18.20 18.35 -0.21
N 13.72 -18.34 19.81 -0.04
C 13.33 -19.68 20.27 -0.21
C 13.24 -19.64 21.76 -0.25
O 12.52 -20.73 22.25 -0.22
C 12.35 -20.69 23.62 -0.13
H 13.41 -14.80 16.84 0.08
H 14.23 -14.26 18.36 0.09
H 12.49 -13.85 18.00 0.09
H 14.98 -16.57 18.09 0.13
H 13.81 -16.63 16.88 0.10
H 14.33 -18.84 17.78 0.14
H 12.65 -18.56 18.03 0.11
H 13.05 -17.71 20.16 0.08
H 14.12 -20.39 20.03 0.12
H 12.35 -20.03 19.84 0.12
H 12.72 -18.72 22.08 0.12
H 14.26 -19.60 22.22 0.14
H 13.31 -20.89 24.10 0.10
H 11.61 -21.44 23.88 0.06
H 11.88 -19.78 24.02 0.10
C 8.09 -17.06 26.11 -0.11
O 8.64 -17.60 27.29 -0.22
C 8.66 -16.71 28.40 -0.21
C 9.81 -17.19 29.27 -0.19
N 9.40 -18.22 30.24 -0.06
C 9.65 -19.57 29.86 -0.23
C 9.38 -20.56 30.96 -0.24
O 10.24 -20.25 32.05 -0.18
C 10.16 -21.25 33.10 -0.06
H 8.19 -17.79 25.33 0.05
H 8.70 -16.20 25.72 0.10
H 7.06 -16.83 26.15 0.07
H 7.69 -16.78 28.95 0.13
H 8.88 -15.69 28.03 0.12
H 10.30 -16.37 29.83 0.13
H 10.58 -17.54 28.59 0.11
H 9.83 -17.97 31.15 0.12
H 10.71 -19.72 29.59 0.13
H 9.06 -19.80 28.96 0.10
H 9.56 -21.56 30.58 0.06
H 8.28 -20.65 31.28 0.13
H 9.89 -22.22 32.71 0.07
H 9.38 -20.97 33.80 0.08
H 11.07 -21.23 33.66 0.08
C 6.41 -21.54 16.44 -0.16
O 7.42 -20.88 17.11 -0.19
C 8.52 -21.74 17.40 -0.20
C 9.28 -21.21 18.65 -0.21
N 8.50 -21.35 19.87 -0.05
C 9.27 -21.12 21.07 -0.18
C 9.61 -19.61 21.31 -0.19
O 8.44 -18.86 21.56 -0.22
C 8.62 -17.49 21.67 -0.11
H 5.67 -22.00 17.15 0.09
H 6.71 -22.34 15.73 0.09
H 5.93 -20.79 15.75 0.10
H 9.17 -21.67 16.55 0.11
H 8.23 -22.75 17.70 0.11
H 9.54 -20.18 18.39 0.11
H 10.19 -21.81 18.77 0.11
H 7.75 -20.63 19.84 0.12
H 10.19 -21.64 20.97 0.09
H 8.73 -21.59 21.92 0.11
H 10.13 -19.18 20.45 0.11
H 10.29 -19.60 22.19 0.10
H 9.25 -17.20 20.81 0.09
H 9.10 -17.20 22.61 0.08
H 7.65 -17.02 21.66 0.08
C 15.65 -23.96 27.59 -0.10
O 14.37 -23.84 27.03 -0.21
C 14.25 -24.22 25.66 -0.20
C 12.82 -23.96 25.16 -0.17
N 11.81 -24.90 25.56 -0.04
C 11.77 -25.27 26.99 -0.14
C 11.38 -24.05 27.84 -0.22
O 11.36 -24.42 29.21 -0.14
C 10.99 -23.29 29.89 -0.16
H 16.13 -24.91 27.30 0.09
H 15.50 -24.07 28.67 0.09
H 16.18 -23.05 27.43 0.08
H 14.55 -25.23 25.56 0.07
H 15.02 -23.73 25.06 0.12
H 12.91 -23.92 24.10 0.08
H 12.62 -22.93 25.54 0.11
H 11.75 -25.73 24.99 0.07
H 12.70 -25.68 27.39 0.11
H 10.99 -26.04 27.18 0.11
H 10.46 -23.61 27.53 0.08
H 12.15 -23.32 27.64 0.10
H 10.88 -23.51 30.96 0.10
H 10.09 -22.91 29.42 0.06
H 11.76 -22.51 29.85 0.10
C 6.01 -24.62 20.56 -0.11
O 4.90 -23.90 21.08 -0.22
C 3.68 -24.27 20.46 -0.22
C 2.51 -23.71 21.31 -0.18
N 2.71 -22.31 21.68 -0.05
C 2.78 -21.38 20.60 -0.21
C 4.07 -20.54 20.55 -0.17
O 4.13 -19.77 21.79 -0.20
C 5.38 -19.21 22.05 -0.13
H 6.91 -24.15 20.97 0.07
H 6.01 -24.53 19.48 0.08
H 6.07 -25.67 20.88 0.09
H 3.67 -25.40 20.37 0.13
H 3.72 -23.83 19.48 0.10
H 2.38 -24.40 22.14 0.11
H 1.63 -23.88 20.67 0.11
H 3.51 -22.26 22.28 0.09
H 1.94 -20.66 20.68 0.12
H 2.72 -21.86 19.66 0.09
H 4.18 -19.89 19.69 0.12
H 4.93 -21.27 20.62 0.13
H 6.05 -19.90 22.61 0.08
H 5.22 -18.34 22.70 0.09
H 5.86 -18.91 21.11 0.08
C 5.61 -19.84 30.43 -0.09
O 4.30 -19.32 30.33 -0.24
C 3.76 -18.85 31.54 -0.21
C 2.26 -18.64 31.33 -0.17
N 1.69 -18.01 32.62 -0.04
C 1.57 -19.03 33.69 -0.23
C 0.78 -18.39 34.75 -0.29
O 0.37 -19.39 35.64 -0.17
C -0.25 -18.78 36.75 -0.12
H 6.31 -18.98 30.65 0.10
H 5.87 -20.34 29.42 0.11
H 5.67 -20.52 31.23 0.05
H 4.18 -17.88 31.80 0.13
H 3.93 -19.58 32.33 0.12
H 1.69 -19.50 30.99 0.11
H 1.96 -17.92 30.55 0.12
H 0.72 -17.84 32.33 0.10
H 2.53 -19.35 34.04 0.11
H 1.01 -19.90 33.45 0.12
H -0.13 -17.88 34.30 0.14
H 1.39 -17.61 35.24 0.13
H -0.81 -19.52 37.35 0.09
H -1.02 -18.05 36.49 0.08
H 0.49 -18.27 37.37 0.09
C 9.45 -28.64 27.80 -0.11
O 9.80 -29.98 27.59 -0.21
C 8.74 -30.93 27.82 -0.21
C 9.28 -32.29 27.94 -0.19
N 10.00 -32.48 29.24 -0.04
C 10.65 -33.78 29.43 -0.21
C 9.70 -35.00 29.63 -0.22
O 8.87 -35.34 28.51 -0.20
C 9.67 -36.07 27.58 -0.13
H 8.85 -28.27 26.92 0.09
H 10.38 -28.07 27.98 0.09
H 8.88 -28.64 28.74 0.08
H 8.04 -30.87 26.98 0.13
H 8.27 -30.65 28.74 0.10
H 9.92 -32.55 27.14 0.11
H 8.46 -32.96 27.91 0.11
H 10.79 -31.88 29.21 0.09
H 11.17 -33.69 30.40 0.12
H 11.37 -34.09 28.64 0.11
H 8.99 -34.85 30.45 0.12
H 10.37 -35.87 29.95 0.13
H 10.37 -35.43 26.99 0.09
H 8.99 -36.46 26.86 0.07
H 10.27 -36.91 28.05 0.10
C 10.37 -28.50 24.20 -0.06
O 11.53 -27.73 24.55 -0.24
C 12.74 -28.54 24.72 -0.17
C 13.93 -27.63 24.63 -0.21
N 13.96 -27.05 23.30 -0.04
C 15.28 -26.48 23.02 -0.19
C 15.18 -25.51 21.88 -0.21
O 14.29 -24.44 22.24 -0.24
C 14.02 -23.54 21.12 -0.07
H 10.43 -29.47 24.72 0.10
H 10.30 -28.54 23.11 0.07
H 9.62 -27.92 24.67 0.06
H 12.84 -29.17 23.84 0.12
H 12.66 -29.14 25.59 0.11
H 14.89 -28.14 24.74 0.13
H 13.94 -27.01 25.52 0.09
H 13.22 -26.40 23.13 0.08
H 15.91 -27.29 22.60 0.13
H 15.73 -26.00 23.86 0.10
H 14.74 -26.07 21.03 0.12
H 16.12 -25.07 21.57 0.12
H 13.41 -22.66 21.45 0.08
H 13.60 -24.10 20.28 0.08
H 15.02 -23.10 20.87 0.10
C 10.90 -25.06 22.10 0.00
C 10.50 -25.79 20.81 -0.50
C 10.31 -24.82 19.69 -0.16
C 10.06 -25.50 18.37 -0.17
C 11.19 -26.39 17.97 -0.13
C 11.68 -27.39 19.06 -0.51
N 11.59 -26.70 20.38 -0.03
O 11.80 -27.76 21.36 -0.09
C 10.93 -28.70 19.07 -0.04
C 13.19 -27.69 18.76 -0.04
C 9.13 -26.45 21.12 0.00
H 10.08 -24.31 22.15 0.09
H 11.88 -24.52 22.07 0.08
H 10.94 -25.68 22.96 0.05
H 9.48 -24.15 19.98 0.11
H 11.17 -24.15 19.70 0.11
H 9.80 -24.77 17.64 0.09
H 9.12 -26.10 18.47 0.12
H 12.09 -25.78 17.83 0.12
H 11.06 -27.03 17.12 0.11
H 11.21 -29.27 19.97 0.08
H 9.83 -28.49 19.01 0.09
H 11.22 -29.27 18.15 0.09
H 13.77 -26.78 18.89 0.06
H 13.54 -28.50 19.45 0.09
H 13.36 -28.03 17.73 0.08
H 8.76 -27.13 20.36 0.07
H 8.47 -25.64 21.36 0.05
H 9.32 -27.13 21.93 0.06
H 12.71 -27.65 21.75 0.09
C 8.54 -20.82 24.62 -0.01
C 8.81 -21.48 25.94 -0.52
C 7.77 -21.06 27.02 -0.14
C 6.39 -21.57 26.76 -0.16
C 6.43 -23.13 26.75 -0.10
C 7.50 -23.69 25.77 -0.47
N 8.80 -22.96 25.88 -0.05
O 9.58 -23.40 24.75 -0.07
C 7.81 -25.15 26.11 -0.03
C 6.91 -23.67 24.35 -0.05
C 10.11 -21.05 26.47 -0.03
H 8.32 -19.76 24.88 0.09
H 7.73 -21.30 24.08 0.06
H 9.47 -20.92 23.99 0.08
H 8.07 -21.40 27.98 0.10
H 7.85 -19.97 27.06 0.10
H 5.98 -21.31 25.76 0.11
H 5.71 -21.20 27.56 0.09
H 5.43 -23.50 26.42 0.13
H 6.58 -23.53 27.75 0.10
H 8.07 -25.37 27.14 0.07
H 6.89 -25.71 25.96 0.06
H 8.56 -25.63 25.50 0.07
H 7.63 -23.85 23.49 0.09
H 6.31 -24.59 24.26 0.08
H 6.26 -22.81 24.09 0.08
H 10.24 -21.37 27.51 0.07
H 10.22 -19.94 26.52 0.11
H 10.93 -21.45 25.87 0.06
H 10.28 -23.97 25.16 0.05
C 7.45 -25.70 31.71 -0.07
C 7.69 -24.65 30.65 -0.27
O 7.36 -23.30 31.11 -0.10
H 7.64 -26.71 31.33 0.07
H 6.40 -25.61 32.05 0.07
H 8.03 -25.62 32.61 0.06
H 7.19 -24.87 29.74 0.06
H 8.72 -24.56 30.32 0.09
H 6.42 -23.29 31.31 0.02
C 4.13 -18.30 26.34 -0.07
C 3.03 -19.29 26.90 -0.27
O 2.41 -18.80 28.10 -0.11
H 3.75 -17.38 25.91 0.07
H 4.77 -18.89 25.67 0.06
H 4.67 -17.94 27.20 0.05
H 3.58 -20.24 27.14 0.10
H 2.24 -19.48 26.15 0.11
H 3.09 -18.97 28.78 0.04
C 5.45 -28.62 28.83 -0.05
C 5.63 -27.24 28.09 -0.29
O 4.37 -26.63 27.99 -0.09
H 6.40 -29.04 29.06 0.03
H 4.97 -29.39 28.24 0.06
H 4.87 -28.43 29.77 0.09
H 6.08 -27.35 27.09 0.10
H 6.28 -26.65 28.68 0.08
H 3.91 -26.99 27.22 0.10
C 4.11 -22.74 31.01 -0.08
C 3.48 -24.03 30.46 -0.32
O 4.44 -25.01 30.28 -0.07
H 5.05 -22.60 30.47 0.06
H 4.13 -22.85 32.12 0.10
H 3.49 -21.87 30.77 0.07
H 3.07 -23.68 29.45 0.13
H 2.60 -24.37 31.01 0.11
H 4.11 -25.75 29.78 0.05
```

Output
Orbital gap, eV: 8.41
Energy relative to the best compared isomer or geometry (same formula, charge and spin), kJ/mol: 0.0
Net charge: 0
Calculated total energy, eV: -139619.41374

Record 2
Computed, not measured: a molecular structure, C20H15AsCoN2O12S in a non-equilibrium geometry, with ωB97M-V with the def2-TZVPD basis set.

```
52
Properties=species:S:1:pos:R:3:lowdin_spin:R:1
Co 2.39 0.57 -0.18 0.95
O 1.73 -0.28 1.27 -0.05
N 0.40 -0.32 1.37 -0.04
N -0.18 -0.39 0.20 0.03
O 0.56 -0.29 -0.90 0.06
C -1.54 -0.49 0.14 0.00
C -2.27 -0.76 1.32 0.01
C -3.64 -0.87 1.27 0.00
C -4.33 -0.72 0.06 0.01
C -3.60 -0.45 -1.10 0.00
C -2.23 -0.35 -1.07 0.01
H -1.73 -0.87 2.24 0.00
H -4.19 -1.08 2.18 0.00
H -5.40 -0.81 0.03 0.00
H -4.12 -0.33 -2.04 0.00
H -1.66 -0.15 -1.96 0.00
O 3.97 -1.84 1.90 0.00
As 4.72 -1.04 0.46 0.01
O 6.27 -1.41 0.70 0.00
O 4.17 0.52 0.64 -0.03
C 3.79 -2.11 -0.91 0.00
C 3.29 -3.37 -0.63 0.00
C 2.65 -4.10 -1.62 0.00
C 2.51 -3.58 -2.90 0.00
C 3.00 -2.32 -3.18 0.00
C 3.64 -1.61 -2.19 0.00
S 4.25 0.05 -2.44 0.00
O 5.52 0.09 -1.76 0.00
O 4.37 0.26 -3.87 0.00
O 3.17 0.89 -1.86 0.00
H 3.11 -1.41 2.00 0.00
H 3.40 -3.76 0.38 0.00
H 2.25 -5.08 -1.39 0.00
H 2.01 -4.16 -3.66 0.00
H 2.92 -1.87 -4.16 0.00
O 0.27 3.27 -1.55 0.00
C 0.27 2.73 -0.45 0.00
O 1.25 2.23 0.18 0.02
C -1.07 2.68 0.30 0.00
C -2.22 2.89 -0.43 0.00
C -3.49 2.83 0.14 0.00
C -3.53 2.58 1.49 0.00
O -4.64 2.47 2.32 0.00
C -4.12 2.22 3.60 0.00
O -2.73 2.17 3.56 0.00
C -2.37 2.39 2.24 0.00
C -1.12 2.42 1.68 0.00
H -2.10 3.09 -1.49 0.00
H -4.39 2.97 -0.43 0.00
H -4.52 1.26 3.98 0.00
H -4.44 3.03 4.29 0.00
H -0.22 2.23 2.23 0.00
```

Output
Spin multiplicity: 2
Orbital gap (alpha / beta), eV: 6.93 / 6.81
Energy relative to the best compared isomer or geometry (same formula, charge and spin), kJ/mol: 0.6
Net charge: -2
Calculated total energy, eV: -157833.40996

Record 3
Computed, not measured: 3 unconnected molecules or ions with the total composition C5H13NO2, with ωB97M-V with the def2-TZVPD basis set.

```
21
Properties=species:S:1:pos:R:3:nbo_charge:R:1
H 0.29 3.50 -1.75 0.34
N 1.13 2.93 -1.86 -0.67
C 1.78 2.71 -0.81 0.17
C 3.01 1.87 -0.84 -0.69
H 1.50 3.07 0.18 0.15
H 2.77 0.89 -0.43 0.25
H 3.36 1.75 -1.87 0.23
H 3.79 2.32 -0.23 0.22
C -0.90 -2.41 0.36 -0.74
C -1.81 -1.36 0.92 0.62
C -2.81 -1.87 1.92 -0.72
O -1.76 -0.19 0.60 -0.57
H -0.60 -3.11 1.13 0.22
H -1.44 -2.96 -0.40 0.24
H -0.02 -1.95 -0.10 0.27
H -2.29 -2.09 2.86 0.24
H -3.57 -1.12 2.12 0.23
H -3.27 -2.78 1.57 0.23
O 0.53 -0.02 -1.05 -0.99
H -0.29 0.17 -0.56 0.49
H 0.59 0.64 -1.75 0.48
```

Output
Orbital gap, eV: 10.71
SMILES: [H]/N=C/C.CC(C)=O.O
Energy relative to the best compared isomer or geometry (same formula, charge and spin), kJ/mol: 126.4
Net charge: 0
Calculated total energy, eV: -10980.56843

Record 4
Computed, not measured: a molecular structure, C29H44N10O2P2Tl in a non-equilibrium geometry, with ωB97M-V with the def2-TZVPD basis set.

```
88
Properties=species:S:1:pos:R:3:lowdin_spin:R:1
Tl -0.90 1.09 0.90 0.41
C -3.95 5.83 -0.75 0.00
N -3.00 5.13 0.15 0.00
C -2.66 5.50 1.43 0.00
C -1.83 4.56 1.93 0.00
N -1.82 3.50 1.04 0.06
C -2.50 3.90 -0.02 0.00
P -2.50 3.17 -1.66 0.00
C -3.24 1.52 -1.50 0.01
N -2.76 0.56 -0.77 0.12
C -3.66 -0.50 -0.81 0.01
C -4.61 -0.21 -1.73 0.00
N -4.32 1.09 -2.22 0.00
C -5.17 1.83 -3.19 0.00
C -0.77 2.66 -1.87 0.00
N -0.08 1.88 -1.04 0.05
C 1.16 1.60 -1.67 0.00
C 1.14 2.32 -2.84 0.00
N -0.03 2.93 -2.97 0.00
C -0.28 3.79 -4.12 0.00
H -3.89 6.89 -0.62 0.00
H -4.99 5.55 -0.52 0.00
H -3.76 5.51 -1.78 0.00
H -3.02 6.40 1.89 0.00
H -1.37 4.49 2.91 0.00
H -3.53 -1.43 -0.31 0.00
H -5.40 -0.78 -2.16 0.00
H -4.57 2.51 -3.80 0.00
H -5.88 2.44 -2.62 0.00
H -5.72 1.12 -3.79 0.00
H 1.92 1.02 -1.17 0.00
H 1.84 2.38 -3.62 0.00
H -1.30 3.82 -4.41 0.00
H 0.33 3.42 -5.00 0.00
H 0.05 4.79 -3.92 0.00
O 0.25 2.48 2.42 0.16
N 0.97 2.05 3.50 0.00
C 0.79 2.67 4.72 0.01
C 1.19 2.04 5.87 0.00
C 1.83 0.80 5.79 0.01
C 2.18 0.32 4.55 0.00
C 1.71 0.93 3.42 0.01
H 0.20 3.58 4.69 0.00
H 0.96 2.54 6.83 0.00
H 2.18 0.30 6.69 0.00
H 2.83 -0.54 4.45 0.00
H 1.76 0.53 2.42 0.00
O 0.95 -0.38 0.38 0.11
P 1.29 -1.81 0.04 0.01
N 2.88 -1.88 -0.39 0.00
C 3.95 -1.18 0.42 0.00
C 5.23 -2.01 0.14 0.00
C 4.94 -2.70 -1.19 0.00
C 3.48 -3.12 -1.04 0.00
N 1.00 -2.75 1.33 0.00
C -0.28 -2.80 2.07 0.01
C 0.03 -3.71 3.18 0.00
C 0.96 -4.72 2.58 0.00
C 1.93 -3.80 1.85 0.00
N 0.21 -2.29 -1.11 0.00
C -0.45 -3.60 -1.23 0.00
C -0.21 -3.98 -2.66 0.00
C -0.44 -2.62 -3.33 0.00
C 0.06 -1.53 -2.33 0.00
H 3.73 -1.09 1.48 0.00
H 4.12 -0.20 0.01 0.00
H 5.43 -2.76 0.87 0.00
H 6.21 -1.40 0.11 0.00
H 5.59 -3.57 -1.35 0.00
H 5.04 -2.00 -2.03 0.00
H 3.46 -4.08 -0.49 0.00
H 2.97 -3.23 -2.05 0.00
H -1.09 -3.14 1.39 0.00
H -0.57 -1.83 2.44 0.01
H -0.84 -4.17 3.58 0.00
H 0.58 -3.22 3.99 0.00
H 0.46 -5.37 1.84 0.00
H 1.44 -5.39 3.32 0.00
H 2.39 -4.29 1.03 0.00
H 2.72 -3.40 2.50 0.00
H -1.50 -3.56 -1.02 0.00
H -0.13 -4.35 -0.53 0.00
H -1.00 -4.68 -2.96 0.00
H 0.78 -4.38 -2.79 0.00
H -1.47 -2.46 -3.50 0.00
H 0.00 -2.67 -4.33 0.00
H -0.62 -0.67 -2.21 0.00
H 0.98 -1.19 -2.75 0.00
```

Output
Spin multiplicity: 2
Orbital gap (alpha / beta), eV: 8.21 / 6.97
Energy relative to the best compared isomer or geometry (same formula, charge and spin), kJ/mol: 0.0
Net charge: +2
Calculated total energy, eV: -73040.93866